No. 1
ORCA calculation (ωB97M-V/def2-TZVPD) on one molecule with the formula C5H6O2.

```
13
Properties=species:S:1:pos:R:3:forces:R:3
C 0.80521 0.96719 -1.18853 0.05 0.02 -0.05
C 0.34351 0.64402 0.22721 0.13 -0.02 -0.02
C 0.61098 -0.77443 0.65629 -0.16 -0.03 -0.01
C -0.54570 -1.40936 0.81449 0.13 0.04 -0.01
C -1.64912 -0.45347 0.52971 -0.33 -0.13 0.04
O -2.83581 -0.63340 0.51194 0.47 0.07 0.07
O -1.08155 0.75631 0.25993 -0.14 -0.06 -0.02
H 0.30552 1.88131 -1.51909 0.14 -0.08 0.04
H 1.88748 1.11823 -1.23712 -0.12 -0.07 0.04
H 0.52630 0.15531 -1.86763 0.03 0.12 0.08
H 0.75496 1.36557 0.94413 -0.08 -0.09 -0.08
H 1.61080 -1.17738 0.78236 -0.16 0.07 -0.05
H -0.73258 -2.43991 1.08633 0.05 0.15 -0.03
```
Positions in Å, forces in eV/Å.

Summary:
SMILES ... C[C@@H]1C=CC(=O)O1
Energy relative to the best compared isomer or geometry (same formula, charge and spin) ... 3.0 kJ/mol
Orbital gap ... 11.02 eV
Spin multiplicity ... 1
E_HOMO ... -10.4 eV
Net charge ... 0

***

No. 2
ORCA calculation (ωB97M-V/def2-TZVPD) on one molecule with the formula C5H6O2.

```
13
Properties=species:S:1:pos:R:3:forces:R:3
C 1.17565 0.00231 0.43519 0.07 0.48 -0.60
C -1.19926 -0.59263 -0.90543 0.12 -0.09 -0.20
C -0.56174 0.03621 0.29439 0.15 -0.05 0.67
C 0.51283 1.36115 -0.15490 0.42 -0.18 -0.45
C -0.09992 -0.70169 1.33766 -0.88 -0.13 0.22
O 0.50178 1.64531 -1.35252 -0.04 -0.29 0.55
O -0.16255 -1.38683 2.30466 0.48 0.45 -0.65
H 0.52367 2.12567 0.63512 -0.20 -0.19 0.02
H 1.70457 -0.63441 -0.26451 -0.06 -0.06 0.11
H 1.73757 0.40296 1.27385 -0.21 -0.09 0.09
H -2.19404 -0.92649 -0.59934 0.09 0.03 0.05
H -1.28369 0.12895 -1.71873 0.08 0.12 0.14
H -0.65488 -1.46051 -1.28544 -0.01 0.01 0.05
```
Positions in Å, forces in eV/Å.

Summary:
Energy relative to the best compared isomer or geometry (same formula, charge and spin) ... 396.6 kJ/mol
Orbital gap ... 9.12 eV
Spin multiplicity ... 1
E_HOMO ... -9.0 eV
Net charge ... 0

***

No. 3
ORCA calculation (ωB97M-V/def2-TZVPD) on one molecule with the formula C5H6O2.

```
13
Properties=species:S:1:pos:R:3:forces:R:3
O -3.75347 0.23439 -0.71430 0.42 -0.13 0.03
C -2.57434 -0.02218 -0.63890 -0.32 0.13 -0.05
C -1.70649 0.40208 0.48093 0.15 0.08 -0.04
C -0.43105 0.08929 0.44285 0.00 -0.22 0.07
C 0.70270 -0.55096 0.48834 -0.23 0.05 0.00
C 2.10971 -0.22049 0.03251 -0.06 -0.27 0.16
O 2.20181 0.79984 -0.92887 -0.18 0.26 0.09
H -2.05312 -0.62649 -1.41149 -0.11 0.12 0.04
H -2.15865 0.89171 1.33966 0.05 0.15 -0.22
H 0.50190 -1.50565 0.97156 0.60 -0.20 0.03
H 2.73602 -0.00388 0.91492 -0.20 -0.01 -0.13
H 2.54737 -1.10920 -0.43571 -0.17 0.10 0.09
H 1.87762 1.62154 -0.54151 0.04 -0.05 -0.08
```
Positions in Å, forces in eV/Å.

Summary:
SMILES ... O=CC=C=CCO
Energy relative to the best compared isomer or geometry (same formula, charge and spin) ... 229.3 kJ/mol
Orbital gap ... 9.97 eV
Spin multiplicity ... 1
E_HOMO ... -9.8 eV
Net charge ... 0

***

No. 4
ORCA calculation (ωB97M-V/def2-TZVPD) on one molecule with the formula C5H6O2S in a non-equilibrium geometry.

```
14
Properties=species:S:1:pos:R:3:forces:R:3
O 3.49844 -0.39116 0.27712 -5.37 -1.54 -1.11
C 2.23308 -0.41640 0.03144 4.41 2.06 1.21
C 1.52437 0.87359 -0.15868 1.88 3.32 -2.75
C 0.10353 0.78030 -0.30583 -3.78 1.93 2.99
C -0.41909 -0.45323 -0.15383 2.24 1.68 -1.76
C -1.79270 -0.87753 0.02803 -1.43 -7.64 2.22
O -2.88216 -0.07389 0.01328 1.76 4.80 3.22
S 0.97482 -1.62463 -0.21825 -0.29 -1.17 0.45
H 1.77890 1.21697 -1.23312 0.44 -0.78 0.95
H 1.90440 1.82930 0.31324 -0.29 -1.51 0.33
H -0.49180 1.81697 -0.05786 1.12 -2.85 -1.17
H -1.76126 -1.30837 1.17632 0.25 0.36 -2.30
H -2.18166 -1.93276 -0.54155 1.69 2.85 0.98
H -2.48885 0.56083 0.82970 -2.64 -1.49 -3.24
```
Positions in Å, forces in eV/Å.

Summary:
SMILES ... O=C1CC=C(CO)S1
Energy relative to the best compared isomer or geometry (same formula, charge and spin) ... 325.1 kJ/mol
Orbital gap ... 9.36 eV
Spin multiplicity ... 1
E_HOMO ... -9.1 eV
Net charge ... 0

***

No. 5
ORCA calculation (ωB97M-V/def2-TZVPD) on C5H6O2Sm as an isolated structure in a non-equilibrium geometry.

```
14
Properties=species:S:1:pos:R:3:forces:R:3
C -1.38518 -2.33205 -0.04235 0.91 0.93 -0.18
C -0.65947 -1.36331 -0.11908 -0.58 -1.62 -0.06
C 0.37397 -0.33930 -0.28282 -0.32 0.32 -0.09
C 1.30527 -0.27761 0.90192 0.33 0.08 0.11
O 2.50792 -0.15986 0.80836 -0.26 -0.12 -0.11
Sm 4.74803 -0.54490 -0.97962 -0.17 0.04 0.13
H -1.97446 -3.23206 -0.03197 0.09 0.53 0.12
H -0.10651 0.65367 -0.34579 0.16 -0.17 0.00
H 0.95051 -0.48731 -1.20619 -0.12 0.00 0.24
H 0.82877 -0.31569 1.90124 0.05 -0.04 -0.18
C -4.12813 -0.09000 0.86744 0.46 -0.04 -0.04
O -4.97849 0.55049 0.12118 -0.11 0.64 0.11
H -4.34616 0.27330 1.89954 -0.35 -0.14 -0.14
H -4.77444 0.42600 -0.81761 -0.08 -0.42 0.09
```
Positions in Å, forces in eV/Å.

Summary:
Orbital gap (alpha / beta) ... 5.10 / 4.91 eV
Spin multiplicity ... 7
E_HOMO (alpha / beta) ... -4.9 / -4.7 eV
Net charge ... 0

***

No. 6
ORCA calculation (ωB97M-V/def2-TZVPD) on one molecule with the formula C5H6O3 in a non-equilibrium geometry.

```
14
Properties=species:S:1:pos:R:3:forces:R:3
C -1.65186 -1.04923 0.05166 -0.45 0.90 0.68
C -0.45172 -0.12061 -0.08211 -0.36 -0.68 0.70
C -0.80901 1.31671 -0.02974 1.20 0.75 -0.75
O -0.02938 2.26904 -0.04698 -0.97 -0.96 0.18
C 0.77509 -0.65203 -0.08206 1.01 1.06 0.03
C 2.17526 -0.01516 0.00450 0.96 -0.81 -0.57
O 3.14528 -0.75189 -0.04481 -1.15 0.30 0.22
O 2.34182 1.29512 0.08763 -1.37 0.06 -0.13
H -2.07599 -0.91818 1.08215 0.08 0.12 -0.90
H -1.42208 -2.09751 0.00438 0.42 -0.36 -0.31
H -2.41698 -0.81530 -0.69842 0.01 -0.08 0.27
H -1.87604 1.52022 -0.09665 -0.40 0.09 0.25
H 0.86243 -1.72061 -0.14207 0.07 -0.31 0.07
H 1.43318 1.73943 -0.00748 0.95 -0.08 0.26
```
Positions in Å, forces in eV/Å.

Summary:
SMILES ... C/C(C=O)=C/C(=O)O
Energy relative to the best compared isomer or geometry (same formula, charge and spin) ... 39.1 kJ/mol
Orbital gap ... 9.10 eV
Spin multiplicity ... 1
E_HOMO ... -10.3 eV
Net charge ... 0

***

No. 7
ORCA calculation (ωB97M-V/def2-TZVPD) on a 2-piece molecular cluster, C5H6O3 overall in a non-equilibrium geometry.

```
14
Properties=species:S:1:pos:R:3:forces:R:3
C 1.76329 -0.46032 -1.38359 -1.02 -1.62 -1.04
C 1.09142 0.27275 -0.57647 -1.54 0.61 1.03
C 0.05594 0.64557 0.17804 1.61 1.18 0.42
C 0.01856 0.31707 1.65241 -0.25 -0.15 -0.28
O -0.69389 1.74208 -0.21299 -0.09 -0.31 0.05
H 1.03850 -1.27159 -1.77051 2.01 0.99 0.07
H 2.79354 -0.32420 -1.67260 0.00 -0.15 -0.06
H 0.66201 -0.53190 1.87477 -0.04 0.00 -0.01
H 0.35519 1.17449 2.23683 -0.02 0.03 -0.04
H -1.00407 0.07639 1.94590 -0.06 -0.04 0.12
H -1.46284 1.80386 0.36709 0.03 -0.04 -0.08
O -0.79960 -1.76492 -1.51075 0.00 0.55 0.85
C -1.43229 -1.06639 -0.80900 -1.01 -1.72 -1.84
O -2.38575 -0.61291 -0.31914 0.37 0.67 0.83
```
Positions in Å, forces in eV/Å.

Summary:
SMILES ... C=C=C(C)O.O=C=O
Energy relative to the best compared isomer or geometry (same formula, charge and spin) ... 161.1 kJ/mol
Orbital gap ... 9.33 eV
Spin multiplicity ... 1
E_HOMO ... -8.9 eV
Net charge ... 0

***

No. 8
ORCA calculation (ωB97M-V/def2-TZVPD) on C5H6O3 as an isolated structure in a non-equilibrium geometry.

```
14
Properties=species:S:1:pos:R:3:forces:R:3
C -0.48794 0.08669 -1.32506 -0.75 -1.33 0.77
C 0.52982 -0.92875 -0.86441 2.36 0.72 0.31
C -0.86951 -0.13250 0.09738 -2.04 2.88 2.08
C -0.61237 1.31121 1.03027 -1.49 -1.21 -1.24
C 1.18745 -0.27546 0.89744 0.88 -2.91 -1.77
O -1.57297 -0.92249 0.71459 0.97 0.72 -1.24
O -0.47378 2.38315 0.53818 0.48 -0.06 0.13
O 2.31680 0.07643 0.85531 -0.75 0.74 0.14
H -1.11682 1.11134 1.99654 0.52 0.06 0.38
H 0.69740 -0.77949 1.75309 -0.22 0.46 0.11
H -0.06283 1.06391 -1.53848 -0.15 -0.08 0.20
H -1.27006 -0.23617 -2.00646 0.21 -0.10 -0.15
H 0.22087 -1.96969 -0.85432 -0.18 0.15 0.29
H 1.51395 -0.78819 -1.29406 0.16 -0.04 0.00
```
Positions in Å, forces in eV/Å.

Summary:
Energy relative to the best compared isomer or geometry (same formula, charge and spin) ... 420.7 kJ/mol
Orbital gap ... 8.63 eV
Spin multiplicity ... 1
E_HOMO ... -9.3 eV
Net charge ... 0

***

No. 9
ORCA calculation (ωB97M-V/def2-TZVPD) on C5H6O4 as an isolated structure in a non-equilibrium geometry.

```
15
Properties=species:S:1:pos:R:3:forces:R:3
C -1.93089 -0.77045 -0.26774 -0.33 -0.03 -0.16
C 0.20549 1.16981 0.35691 -1.44 0.21 -0.44
C 1.62327 -0.18428 0.04715 0.64 -3.09 -0.47
C -0.49769 -0.91854 -0.32161 0.18 1.70 0.62
C 0.67788 -1.38809 -0.36049 1.71 0.46 0.07
O -0.42999 1.15292 1.54660 0.10 0.05 0.04
O 2.13403 0.30487 -1.13859 -0.56 0.64 0.59
O 0.39031 2.19482 -0.25788 0.19 -0.34 0.30
O 2.22137 -0.28186 1.11226 -0.55 0.78 -0.45
H -0.63143 2.07054 1.80457 0.12 -0.04 -0.06
H 2.03229 1.27518 -1.11715 0.09 -0.08 -0.11
H 1.11243 -2.34536 -0.61067 -0.24 -0.19 0.03
H -2.26325 -0.50351 0.73546 0.05 -0.06 -0.05
H -2.28485 -0.03139 -0.98882 0.03 -0.05 0.05
H -2.35897 -1.74466 -0.53999 0.01 0.04 0.04
```
Positions in Å, forces in eV/Å.

Summary:
Energy relative to the best compared isomer or geometry (same formula, charge and spin) ... 474.8 kJ/mol
Orbital gap (alpha / beta) ... 7.50 / 7.50 eV
Spin multiplicity ... 1
E_HOMO (alpha / beta) ... -8.7 / -8.7 eV
Net charge ... 0

***

No. 10
ORCA calculation (ωB97M-V/def2-TZVPD) on C5H6O4Pt as an isolated structure in a non-equilibrium geometry.

```
16
Properties=species:S:1:pos:R:3:forces:R:3
C 0.99335 0.14291 -3.25554 -0.06 0.50 -0.06
H 1.01794 1.23967 -3.28090 0.12 -0.36 0.01
H 0.75735 -0.32745 -4.21956 -0.25 0.02 0.51
C 1.30352 -0.56539 -2.15542 -1.25 -1.85 -3.45
H 1.16343 -1.65300 -2.24088 0.06 0.22 0.43
H -0.11838 1.90245 0.10151 0.36 -0.27 -0.24
C 0.51431 1.02303 0.29246 -2.07 0.13 2.07
C -0.06187 -0.08407 0.97315 0.16 0.03 -0.48
O -1.34172 0.01046 1.31600 0.39 0.70 -0.85
C -1.71246 -0.37631 2.57968 -0.03 -0.82 1.32
O -0.94932 -0.70685 3.43633 -0.07 0.18 -0.64
O -3.01762 -0.29133 2.62525 -0.31 0.07 -0.34
O 1.77813 1.10519 0.17653 -5.73 7.63 9.31
H 0.46011 -1.02962 1.14328 0.06 0.44 0.31
H -3.34776 -0.59811 3.48163 0.14 0.03 0.13
Pt 2.56099 0.20842 -0.97354 8.47 -6.63 -8.05
```
Positions in Å, forces in eV/Å.

Summary:
Energy relative to the best compared isomer or geometry (same formula, charge and spin) ... 0.0 kJ/mol
Orbital gap (alpha / beta) ... 7.55 / 6.15 eV
Spin multiplicity ... 4
E_HOMO (alpha / beta) ... -11.8 / -13.7 eV
Net charge ... +1

***

No. 11
ORCA calculation (ωB97M-V/def2-TZVPD) on one molecule with the formula C5H6OS2 in a non-equilibrium geometry.

```
14
Properties=species:S:1:pos:R:3:forces:R:3
C -1.05881 1.36619 -0.34684 1.38 2.10 0.16
C 0.05295 2.14822 -0.26541 0.26 -2.49 0.83
C -1.41344 0.01664 -0.35315 -0.85 -0.55 0.05
C 1.58434 -0.00466 -0.35651 0.23 0.26 0.99
C -1.51321 -0.80610 0.83656 -0.14 0.72 -0.87
O 1.94111 -2.50586 -0.49196 -0.40 -1.92 -1.56
S 1.62971 1.54755 0.29161 -0.17 -0.93 -0.85
S 2.60102 -1.18504 0.12643 0.43 1.52 0.02
H -1.82684 2.10356 -0.57129 -0.96 -0.78 -0.32
H 0.06631 3.17123 -0.44583 -0.36 1.61 -0.28
H -2.21695 -1.64981 0.85085 0.46 0.15 -0.50
H -0.51559 -1.18670 0.34337 -0.44 0.04 1.28
H -1.53162 -0.28263 1.80586 0.71 -0.38 -0.15
H 2.20102 -2.73259 -1.42371 -0.15 0.63 1.20
```
Positions in Å, forces in eV/Å.

Summary:
Energy relative to the best compared isomer or geometry (same formula, charge and spin) ... 648.1 kJ/mol
Orbital gap ... 7.68 eV
Spin multiplicity ... 1
E_HOMO ... -7.5 eV
Net charge ... 0

***

No. 12
ORCA calculation (ωB97M-V/def2-TZVPD) on one molecule with the formula C5H6S in a non-equilibrium geometry.

```
12
Properties=species:S:1:pos:R:3:forces:R:3
C -2.24839 0.57144 0.01337 0.67 -0.77 -0.54
C -1.47772 -0.36503 -0.02624 -1.19 2.49 0.21
C -0.62025 -1.44700 0.00731 2.76 -1.88 -0.27
C 0.76298 -1.51560 0.00476 -1.89 1.08 0.18
S 2.01471 -0.27756 -0.04343 -0.97 0.14 -0.19
C 1.16964 1.35309 0.00996 0.68 -0.17 1.04
H -2.86413 1.41246 -0.20214 -0.11 -0.04 0.27
H -1.15459 -2.39289 -0.06512 0.32 -0.12 0.26
H 1.23417 -2.48306 0.08396 -0.07 -0.20 -0.18
H 2.01029 2.04873 0.04762 0.00 -0.02 -0.12
H 0.51947 1.63969 -0.79813 -0.14 -0.42 -0.41
H 0.65382 1.45574 0.96807 -0.07 -0.10 -0.25
```
Positions in Å, forces in eV/Å.

Summary:
SMILES ... C#C/C=C\SC
Energy relative to the best compared isomer or geometry (same formula, charge and spin) ... 176.9 kJ/mol
Orbital gap ... 8.78 eV
Spin multiplicity ... 1
E_HOMO ... -8.1 eV
Net charge ... 0

***

No. 13
ORCA calculation (ωB97M-V/def2-TZVPD) on one molecule with the formula C5H6S2 in a non-equilibrium geometry.

```
13
Properties=species:S:1:pos:R:3:forces:R:3
S 2.01154 -1.07278 0.09708 -2.38 -2.28 1.17
C 1.11804 0.17981 -0.70796 1.64 2.01 -1.45
C 0.00299 1.06247 -0.14935 -0.01 -0.27 2.80
C -0.60124 0.42489 1.10386 0.52 0.70 0.89
C -1.32446 -0.69274 0.97050 1.62 2.02 -0.93
S -1.40798 -1.16894 -0.69561 -0.05 -0.51 -1.49
C -0.24403 0.10346 -1.31364 -0.98 1.30 -0.52
H 0.76253 -1.83428 0.40389 2.48 1.02 -0.43
H 1.95606 0.69066 -1.31071 -1.89 -0.34 0.57
H 0.04399 2.17847 0.00096 0.11 -1.22 -1.24
H -0.32885 0.81489 2.12403 -0.38 -0.28 -1.24
H -1.57075 -1.29982 1.79231 -0.73 -0.81 0.59
H -0.41784 0.61389 -2.31537 0.05 -1.33 1.28
```
Positions in Å, forces in eV/Å.

Summary:
SMILES ... S[C@@H]1[C@@H]2C=CS[C@H]12
Energy relative to the best compared isomer or geometry (same formula, charge and spin) ... 151.6 kJ/mol
Orbital gap ... 9.06 eV
Spin multiplicity ... 1
E_HOMO ... -8.3 eV
Net charge ... 0